(1)
59
Properties=species:S:1:pos:R:3:lowdin_charge:R:1 method="wB97M-V/def2-TZVPD" relative_energy_kj_mol=178.4 orbital_gap_ev="6.706 / 7.058" multiplicity=2
Ir 0.322 -0.564 0.019 1.27
O 4.419 3.240 -0.083 0.06
C 5.056 2.071 -0.348 -0.27
C 6.446 2.058 -0.323 -0.02
C 7.133 0.893 -0.611 -0.09
C 6.445 -0.273 -0.928 -0.08
C 5.063 -0.273 -0.919 -0.01
C 4.362 0.893 -0.621 -0.08
C 2.887 0.821 -0.504 -0.41
O 2.387 -0.011 0.318 -0.13
N 2.158 1.665 -1.226 0.07
N 0.883 1.406 -1.043 -0.12
C -0.036 2.195 -1.476 -0.08
C -1.349 1.955 -0.984 -0.26
C -2.454 2.745 -1.331 -0.02
C -3.684 2.487 -0.776 -0.06
C -3.807 1.431 0.125 -0.05
C -2.681 0.685 0.415 -0.14
N -1.485 0.926 -0.112 -0.01
H 3.470 3.127 -0.232 0.08
H 6.967 2.971 -0.064 0.12
H 8.215 0.893 -0.588 0.10
H 6.981 -1.186 -1.150 0.10
H 4.504 -1.176 -1.108 0.10
H 0.204 3.009 -2.152 0.13
H -2.306 3.559 -2.029 0.11
H -4.545 3.090 -1.029 0.11
H -4.754 1.201 0.592 0.10
H -2.740 -0.154 1.094 0.10
O -1.536 -1.799 -0.197 -0.25
N -1.592 -3.088 0.045 -0.18
C -1.773 -3.945 -0.976 0.01
C -1.986 -5.284 -0.746 -0.03
C -1.992 -5.770 0.551 -0.04
C -1.778 -4.875 1.587 -0.02
C -1.586 -3.541 1.313 0.00
H -1.756 -3.494 -1.956 0.15
H -2.144 -5.945 -1.586 0.12
H -2.147 -6.821 0.751 0.12
H -1.772 -5.209 2.615 0.12
H -1.435 -2.790 2.071 0.14
C 2.061 -8.892 0.152 -0.05
C 1.984 -7.389 0.171 -0.28
C 1.789 -6.670 -1.004 -0.04
C 1.719 -5.284 -0.984 -0.06
C 1.838 -4.610 0.218 -0.28
C 2.062 -5.308 1.396 -0.05
C 2.123 -6.690 1.370 -0.04
S 1.972 -2.834 0.235 0.46
O 1.349 -2.364 -1.033 -0.41
O 3.385 -2.640 0.361 -0.27
O 1.130 -2.318 1.341 -0.41
H 1.527 -9.302 -0.704 0.07
H 1.646 -9.315 1.067 0.08
H 3.101 -9.221 0.082 0.09
H 1.691 -7.201 -1.944 0.11
H 1.576 -4.713 -1.893 0.11
H 2.182 -4.754 2.320 0.12
H 2.293 -7.242 2.287 0.11

=====

(2)
50
Properties=species:S:1:pos:R:3:lowdin_charge:R:1 method="wB97M-V/def2-TZVPD" relative_energy_kj_mol=211.0 charge=+1 orbital_gap_ev=5.261
C 6.291 -2.509 -1.321 -0.05
C 5.008 -1.777 -1.124 -0.26
C 4.992 -0.373 -1.210 -0.03
C 3.804 0.337 -1.050 -0.07
C 2.636 -0.350 -0.659 -0.21
C 1.331 0.423 -0.318 -0.26
C 0.058 -0.313 -0.669 -0.02
C -1.188 0.245 -0.626 -0.02
C -2.435 -0.467 -0.846 -0.22
C -3.642 0.272 -0.957 -0.02
C -4.855 -0.375 -1.145 -0.03
C -4.911 -1.783 -1.201 -0.25
C -6.232 -2.468 -1.336 -0.04
C -3.703 -2.517 -1.135 -0.02
C -2.491 -1.866 -0.953 -0.02
C 2.657 -1.737 -0.565 -0.04
C 3.820 -2.452 -0.839 -0.02
H 6.111 -3.577 -1.348 0.08
H 6.801 -2.199 -2.238 0.09
H 6.995 -2.313 -0.504 0.09
H 5.932 0.158 -1.363 0.12
H 3.739 1.420 -1.288 0.12
H 1.363 1.324 -0.948 0.16
H 0.136 -1.306 -1.113 0.11
H -1.321 1.324 -0.460 0.13
H -3.601 1.355 -0.882 0.11
H -5.787 0.183 -1.229 0.12
H -6.081 -3.542 -1.374 0.08
H -6.886 -2.213 -0.495 0.09
H -6.748 -2.147 -2.239 0.09
H -3.739 -3.606 -1.216 0.12
H -1.562 -2.429 -0.863 0.11
H 1.727 -2.257 -0.300 0.11
H 3.784 -3.531 -0.811 0.12
C 1.242 0.780 1.113 0.06
N 3.177 1.456 1.857 0.13
N 3.973 2.077 1.367 0.20
C 0.327 1.821 1.565 -0.23
C -0.740 1.349 2.361 -0.01
C -1.628 2.216 2.953 0.01
C -1.519 3.598 2.726 -0.19
C -2.520 4.502 3.258 -0.14
N -3.383 5.199 3.640 0.19
C -0.474 4.064 1.914 0.01
C 0.433 3.201 1.289 0.01
H 1.381 -0.074 1.797 0.15
H -0.832 0.291 2.601 0.14
H -2.390 1.843 3.631 0.14
H -0.315 5.142 1.828 0.13
H 1.263 3.603 0.724 0.12

=====

(3)
58
Properties=species:S:1:pos:R:3:lowdin_charge:R:1 method="wB97M-V/def2-TZVPD" relative_energy_kj_mol=0.0 charge=+2 orbital_gap_ev="7.230 / 7.229"
Ru 0.776 -0.163 -0.365 1.19
O -4.734 -0.826 1.973 0.17
C -3.800 -1.520 2.600 -0.47
O -4.028 -2.281 3.492 0.16
C -2.368 -1.375 2.147 0.00
C -1.348 -2.062 2.796 0.06
N -0.201 -1.767 2.181 0.07
N -0.393 -0.927 1.155 -0.05
C -1.719 -0.679 1.128 -0.10
C -2.238 0.234 0.075 -0.42
O -3.368 0.619 0.007 0.18
O -1.278 0.624 -0.795 -0.23
H -4.398 -0.258 1.257 0.08
H -1.414 -2.729 3.640 0.16
H 0.729 -2.084 2.409 0.17
S 2.191 4.069 0.256 1.14
C 3.507 3.097 -0.227 -0.33
C 3.104 1.818 -0.417 -0.23
N 1.768 1.615 -0.177 -0.18
C 1.169 2.730 0.185 -0.44
H 4.497 3.504 -0.352 0.09
H 3.724 0.998 -0.739 0.12
H 0.118 2.785 0.422 0.09
C 4.585 -2.631 1.311 -0.01
C 3.934 -3.049 0.158 -0.02
C 2.872 -2.307 -0.317 -0.11
N 2.445 -1.186 0.288 -0.12
C 3.071 -0.791 1.407 -0.15
C 4.139 -1.482 1.946 -0.02
H 5.418 -3.192 1.709 0.13
H 4.240 -3.941 -0.370 0.13
H 2.335 -2.609 -1.207 0.11
H 2.694 0.111 1.870 0.12
H 4.608 -1.119 2.849 0.13
C 2.839 0.723 -3.582 -0.06
C 2.025 -0.335 -3.183 -0.08
C 0.684 -0.102 -2.869 -0.19
C 0.155 1.217 -2.923 -0.27
C 0.987 2.251 -3.326 -0.08
C 2.315 2.004 -3.671 -0.04
Si -1.574 1.517 -2.299 0.76
C -2.986 0.794 -3.194 -0.29
C -3.052 -0.570 -3.507 -0.09
C -4.133 -1.079 -4.203 -0.06
C -5.158 -0.229 -4.603 -0.04
C -5.106 1.124 -4.304 -0.05
C -4.026 1.636 -3.600 -0.09
H 3.868 0.537 -3.857 0.12
H 2.410 -1.346 -3.204 0.11
H 0.015 -0.954 -2.769 0.10
H 0.605 3.264 -3.377 0.12
H 2.940 2.819 -4.011 0.13
H -1.743 2.924 -1.906 0.05
H -2.258 -1.245 -3.207 0.09
H -4.181 -2.133 -4.438 0.12
H -6.002 -0.627 -5.150 0.12
H -5.907 1.780 -4.616 0.12
H -4.001 2.692 -3.361 0.10